# 1
Computed, not measured: C4H8O2 in the gas phase, with wB97M-V/def2-TZVPD.

Last column: Löwdin charge in e.
Geometry (Å):
C 1.795 -0.001 0.621  -0.098
O 1.018 0.790 -0.255  -0.164
C -0.263 0.414 -0.749  -0.262
C -0.837 -1.014 -0.596  -0.131
O -1.748 -0.591 0.426  -0.106
C -1.327 0.774 0.283  -0.126
H 1.272 -0.870 1.033  0.082
H 2.680 -0.343 0.077  0.087
H 2.142 0.600 1.473  0.089
H -0.319 0.841 -1.756  0.148
H -0.149 -1.796 -0.255  0.110
H -1.385 -1.389 -1.472  0.122
H -0.721 1.134 1.124  0.125
H -2.157 1.452 0.046  0.125

Forces on the atoms, in the same order (eV/Å):
0.1 -0.2 0.1
0.1 0.0 -0.6
0.1 0.0 0.0
0.3 -0.2 -0.2
0.0 0.0 0.1
0.2 0.4 0.2
-0.1 0.1 -0.1
-0.1 -0.1 0.1
-0.2 0.0 -0.3
-0.1 -0.1 0.2
-0.1 0.1 0.0
0.2 0.2 0.1
-0.7 0.0 0.3
0.2 -0.1 0.0

## Properties
LUMO energy: 1.00 eV
net charge: 0
SMILES: COC1COC1
HOMO level: -9.74 eV

***

# 2
Computed, not measured: C5H7N in the gas phase, with wB97M-V/def2-TZVPD.

Last column: Löwdin charge in e.
Geometry (Å):
C 0.536 -1.111 0.103  -0.178
C 1.136 -0.019 -0.732  -0.096
C 0.576 1.177 -0.497  -0.082
C -0.637 1.116 0.353  -0.194
N -1.619 0.104 0.086  -0.015
C -0.592 -0.474 0.886  -0.221
H 1.300 -1.712 0.623  0.117
H -0.158 -1.839 -0.338  0.117
H 2.045 -0.157 -1.306  0.094
H 1.040 2.123 -0.774  0.100
H -1.030 2.079 0.725  0.122
H -1.684 -0.197 -0.879  0.105
H -0.912 -1.088 1.751  0.131

Forces on the atoms, in the same order (eV/Å):
-0.6 -0.2 -0.1
0.0 0.1 0.1
0.2 -0.4 0.0
0.3 -0.7 0.9
-0.6 -0.1 -0.5
0.1 1.2 0.4
-0.4 0.5 0.2
0.8 -0.4 -1.1
-0.2 -0.1 0.0
-0.3 -0.2 -0.2
0.3 -0.9 0.5
0.3 -0.1 -0.3
0.0 1.2 0.0

## Properties
LUMO energy: 1.19 eV
net charge: 0
SMILES: C1=C[C@H]2N[C@H]2C1
HOMO level: -8.84 eV

***

# 3
Computed, not measured: a molecular structure, C5H9CrF8N4O16S4, with wB97M-V/def2-TZVPD.

Last column: Mulliken spin population.
Geometry (Å):
Cr -3.058 25.725 -11.149  3.884
C 0.254 28.557 -9.841  0.003
F 0.322 28.859 -11.095  0.000
F 0.880 27.435 -9.699  0.000
F 0.842 29.518 -9.130  0.001
S -1.584 28.350 -9.303  0.000
O -2.200 27.294 -10.116  -0.043
O -1.678 28.060 -7.876  -0.001
O -2.181 29.662 -9.625  0.003
C -6.847 23.189 -11.022  0.000
F -7.145 23.877 -12.110  0.000
F -7.001 23.940 -9.938  0.000
F -7.517 22.051 -11.028  0.000
S -4.957 22.711 -11.175  -0.002
O -4.230 23.976 -11.332  -0.046
O -4.515 22.078 -9.888  0.002
O -4.974 21.779 -12.297  0.002
N -2.678 26.127 -13.066  0.048
S -1.412 26.356 -13.969  0.013
O -1.216 27.647 -14.651  0.009
O -0.711 25.223 -14.503  0.008
F -0.429 26.642 -12.671  0.001
S -3.670 26.200 -14.562  0.024
O -3.603 25.079 -15.451  0.010
O -3.910 27.510 -15.097  0.008
F -5.082 25.844 -13.822  0.004
C -7.267 27.794 -11.117  0.003
N -5.860 27.555 -11.615  -0.002
O -5.414 28.383 -12.449  0.012
O -5.177 26.649 -11.104  0.025
H -7.886 27.113 -11.701  0.000
H -7.606 28.815 -11.295  0.000
H -7.360 27.523 -10.065  0.000
C 0.854 23.754 -10.554  0.003
N -0.265 24.546 -9.997  -0.001
O -0.224 24.897 -8.843  0.028
O -1.197 24.793 -10.773  -0.004
H 1.166 23.099 -9.740  0.000
H 1.714 24.351 -10.858  0.000
H 0.498 23.162 -11.396  0.000
C -3.134 23.370 -7.495  0.001
N -3.821 24.579 -8.013  -0.003
O -4.903 24.832 -7.469  0.014
O -3.324 25.255 -8.924  -0.003
H -3.828 22.530 -7.525  0.000
H -2.870 23.490 -6.444  0.000
H -2.265 23.146 -8.114  0.000

Forces on the atoms, in the same order (eV/Å):
-1.0 0.0 2.1
-2.3 0.5 0.8
-0.2 0.9 -1.7
1.4 -2.0 0.9
0.0 -0.1 0.3
-2.6 3.2 1.4
0.7 -0.5 -1.0
1.2 -0.4 -1.1
1.4 -1.6 -0.1
3.7 -0.5 -0.6
-0.7 0.5 -0.1
-0.9 -0.3 0.0
-0.7 0.3 0.7
0.5 -2.8 1.8
0.0 0.8 -0.8
-1.4 1.2 -1.9
0.0 1.5 0.8
-2.0 0.5 -5.6
8.4 3.0 1.7
-1.5 -2.6 0.7
-1.5 0.0 -0.3
-0.6 -0.2 -0.2
-5.5 -0.4 0.5
1.3 0.6 0.7
0.7 -1.1 0.8
1.1 0.4 0.1
-0.1 -0.8 -0.2
2.1 2.4 -0.8
-1.3 -2.5 2.1
-1.7 1.1 -0.6
0.0 0.0 0.0
0.6 -0.1 -0.1
0.4 0.0 -0.2
0.4 -1.0 0.1
-0.7 0.8 -0.3
0.1 -0.3 -0.5
1.4 -1.0 0.4
0.0 0.1 -0.1
-0.4 0.5 0.1
-0.1 0.3 0.1
0.5 -0.7 -0.1
-1.6 0.8 0.1
1.8 -0.1 -1.0
-0.7 -1.3 1.6
-0.1 0.3 -0.4
0.1 0.6 -0.2
-0.2 0.2 0.1

## Properties
LUMO energy (spin up / spin down): 1.44 / 1.36 eV
spin multiplicity: 5
net charge: -1
HOMO level (spin up / spin down): -6.31 / -7.14 eV

***

Record-wise ΔE to the lowest compared entry with this formula, charge and spin values, in eV: 2.889; 2.641; 1.766
Record-wise strongest force on any atom values, in eV Å⁻¹: 0.80; 1.43; 9.04